Entry 1:
15
Properties=species:S:1:pos:R:3 method="wB97M-V/def2-TZVPD" energy_ev=-7826.160 spin_multiplicity=1 e_above_lowest_kcal_mol=142.1 homo_ev=-9.316
O -1.21179 0.51786 -1.84233
C -0.28303 0.17083 -1.00670
C 0.28512 1.49290 -0.23757
C -0.88498 -0.91786 -0.04291
C 0.05951 -1.45913 1.02218
N 1.32314 1.21825 0.64680
H 0.58921 -0.23761 -1.51203
H 0.59953 2.15835 -1.05990
H -1.77070 -0.42905 0.38044
H -1.20579 -1.70572 -0.73551
H 0.29524 -0.59568 1.64799
H 1.01266 -1.69351 0.52955
H -0.31425 -2.30302 1.61121
H -0.58311 1.94260 0.21683
H 2.08923 1.84078 0.38195

Entry 2:
85
Properties=species:S:1:pos:R:3 method="wB97M-V/def2-TZVPD" energy_ev=-117872.831 spin_multiplicity=3 e_above_lowest_kcal_mol=1.2 homo_ev="-4.645 / -5.346" s_squared=2.01 total_charge=-1
Ti -0.28768 -0.53504 -0.73607
O 1.40059 -0.96318 0.01182
C 1.89152 -1.82929 0.97977
C 0.75550 -2.75039 1.49730
C -0.34362 -1.95389 2.13444
C -0.66507 -2.16065 3.47108
C -1.63883 -1.38255 4.06240
C -2.24748 -0.38920 3.31676
C -1.88098 -0.21369 1.99074
C -2.49168 0.88113 1.16298
C -1.47652 1.91843 0.59671
O -0.54456 1.32540 -0.22397
C -2.32199 2.92141 -0.22371
C -3.24406 3.77637 0.37282
C -4.02247 4.62967 -0.39441
C -3.88843 4.64493 -1.77663
C -2.96360 3.80445 -2.37848
C -2.18585 2.95129 -1.60666
C -0.75514 2.70897 1.69732
C -1.24534 2.88618 2.98431
C -0.55896 3.66563 3.91070
C 0.62818 4.28390 3.55888
C 1.13264 4.10724 2.27450
C 0.44993 3.32549 1.35909
N -0.97148 -1.01290 1.40720
C 2.39146 -1.02815 2.18852
C 3.14332 -1.64006 3.18857
C 3.50330 -0.93852 4.32848
C 3.11342 0.38697 4.48521
C 2.37031 1.00354 3.48997
C 2.01431 0.29966 2.34554
C 3.04274 -2.63163 0.36952
C 3.02033 -4.00897 0.21188
C 4.09670 -4.66397 -0.38305
C 5.19820 -3.95088 -0.82147
C 5.22192 -2.56645 -0.67099
C 4.15351 -1.91721 -0.08129
H 0.35690 -3.35151 0.68079
H 1.15501 -3.44342 2.23752
H -0.13924 -2.92447 4.02607
H -1.90905 -1.53426 5.10018
H -3.00015 0.25427 3.75190
H -2.98907 0.44068 0.29773
H -3.26063 1.38693 1.74752
H -3.34779 3.78870 1.45199
H -4.73303 5.28929 0.08921
H -4.49622 5.31148 -2.37595
H -2.84446 3.81156 -3.45563
H -1.44574 2.30387 -2.05770
H -2.16935 2.41307 3.28867
H -0.95644 3.78105 4.91188
H 1.16321 4.88978 4.27975
H 2.06709 4.57536 1.98963
H 0.84382 3.16415 0.36412
H 3.45480 -2.67202 3.06676
H 4.09085 -1.42635 5.09722
H 3.39098 0.93432 5.37806
H 2.05547 2.03449 3.60109
H 1.43171 0.77032 1.56367
H 2.16307 -4.60261 0.50735
H 4.04974 -5.73865 -0.50995
H 6.03317 -4.46254 -1.28535
H 6.07558 -1.99569 -1.01724
H 4.16336 -0.83911 0.03192
O -2.24185 -0.76478 -1.44535
N -2.48406 -0.50172 -2.66808
N -1.43120 -0.19736 -3.31672
O -0.25999 -0.17917 -2.73672
C -1.52537 0.15724 -4.70264
C -0.34848 0.45827 -5.36506
C -0.41685 0.80868 -6.70738
C -1.63917 0.85326 -7.35833
C -2.80685 0.54693 -6.67023
C -2.76201 0.19486 -5.33116
H 0.58603 0.41210 -4.82765
H 0.49398 1.04556 -7.24127
H -1.68604 1.12649 -8.40472
H -3.76129 0.58143 -7.17891
H -3.65791 -0.04541 -4.77993
Cl -0.51324 -6.21845 -0.02397
C -0.08210 -5.15445 -2.50333
Cl 1.47544 -5.73287 -2.86153
Cl -1.40997 -5.80932 -3.34577
C -0.21085 -3.88418 -1.93537
N -0.31599 -2.83986 -1.45687

Entry 3:
77
Properties=species:S:1:pos:R:3 method="wB97M-V/def2-TZVPD" energy_ev=-155681.442 spin_multiplicity=5 e_above_lowest_kcal_mol=0.0 homo_ev="-7.161 / -7.409" s_squared=6.01
C -2.01355 -2.12071 -3.20738
C -1.23338 -2.76906 -2.11684
H -1.45861 -2.14812 -4.14985
H -2.25108 -1.08079 -2.96685
H -2.95182 -2.66050 -3.39881
C -0.59258 -3.93108 -2.27725
C -0.58470 -4.68633 -3.56350
H -0.07745 -4.39538 -1.43556
H -0.31642 -4.04974 -4.42086
H -1.56044 -5.15003 -3.78008
H 0.15313 -5.49148 -3.49707
Rh -0.16005 0.70650 0.47798
Cl -2.52658 0.92430 0.52093
Cl 1.42399 3.13869 -0.59463
H 1.02916 4.69367 4.11333
H -1.36264 5.96868 3.26329
C 1.17286 4.58486 3.02958
C -0.89415 5.75345 2.29334
N -0.11735 4.52743 2.35630
H 1.74926 3.67716 2.82602
C -0.60257 3.37011 1.89334
O 0.08957 2.31896 1.91473
H -1.67865 5.62650 1.54162
H -1.63261 3.39234 1.50131
H 1.71522 5.46637 2.66966
H -0.23549 6.58695 2.02023
H 2.00671 -0.49360 -2.77833
H 2.36535 -3.12377 -1.84959
C 2.93303 -0.31337 -2.21261
C 3.28021 -2.64256 -1.45729
N 3.02716 -1.25568 -1.10667
H 2.94771 0.71184 -1.82991
C 2.68631 -0.92352 0.14473
O 2.23167 0.20236 0.47629
H 3.61611 -3.19010 -0.56416
H 2.85594 -1.74450 0.86871
H 3.79108 -0.50080 -2.86841
H 4.05295 -2.68726 -2.23961
O -0.03230 -1.13909 -0.82233
C -1.11164 -1.97942 -0.80156
C 0.22897 -3.38934 0.78947
C -0.99101 -2.78974 0.49055
H 1.07047 -3.22136 0.11257
C 0.33272 -4.18537 1.93188
H -2.02661 -1.37291 -0.73366
C -2.07606 -2.88575 1.35618
H 1.28069 -4.67810 2.12762
C -0.76542 -4.34433 2.76554
C -1.95947 -3.67762 2.49986
H -3.00008 -2.35077 1.09937
H -0.70253 -5.03500 3.61061
H -2.82928 -3.78058 3.14656
Si -0.06565 3.15156 -2.26706
Cl -0.40538 1.05475 -1.79638
C 1.43678 3.81111 -3.29585
C -1.43480 4.09159 -1.36025
C -0.98590 2.99506 -4.02535
H 2.21130 3.02872 -3.31871
H 1.84826 4.70186 -2.80517
H 1.19096 4.07037 -4.33549
H -0.38172 2.40825 -4.73851
H -1.10329 3.99702 -4.45238
H -1.98125 2.52869 -3.95557
H -1.94292 3.42210 -0.65194
H -2.20328 4.44791 -2.05931
H -1.03067 4.95428 -0.81480
Br 2.05926 -2.74092 4.66824
C 0.68469 -1.54378 4.14930
C -0.45392 -1.40883 4.94452
C -1.49528 -0.62320 4.43805
C -1.35742 -0.04719 3.18220
N -0.27733 -0.22281 2.41030
C 0.78046 -0.86741 2.92667
H -0.51004 -1.92022 5.89041
H -2.42801 -0.45686 4.97511
H -2.15349 0.56143 2.75414
H 1.70293 -0.85591 2.36899